# 1
The following is a quantum chemistry calculation of a 4-piece molecular cluster, C34H52Br6F3NO7S overall in a non-equilibrium geometry, from OMol25.

LUMO level: -0.159 eV
Kohn-Sham gap: 8.2 eV

Each line ends with the Mulliken charge.
Geometry (Å):
C 4.790 3.449 -3.548  -1.09
C 3.247 2.923 -3.294  0.04
C 3.283 1.363 -2.967  -0.85
C 3.311 0.736 -1.497  -0.14
C 4.823 0.606 -0.792  -0.90
C 2.099 1.056 -0.387  2.57
C 2.065 -0.402 0.438  -1.75
C 0.863 -0.744 1.433  0.85
C 1.266 -2.168 2.222  0.60
C 2.028 -3.438 1.527  -0.29
C 2.355 -4.855 2.352  -0.57
C 1.871 -4.957 3.919  -0.29
C 1.115 -3.697 4.661  -0.86
C 0.822 -2.330 3.803  -0.37
C 0.788 1.307 -1.331  -1.52
C -0.701 1.351 -0.799  1.59
C -1.485 2.639 -1.541  -0.70
C -3.008 2.887 -1.005  -0.83
O -4.013 1.910 -1.439  -0.26
C -4.982 1.704 -0.312  -0.43
C -6.320 0.894 -0.896  0.82
F -6.287 0.694 -2.364  -0.24
F -6.371 -0.455 -0.243  -0.27
F -7.501 1.645 -0.401  -0.27
C -1.477 -0.042 -1.315  -1.45
C -1.827 -0.062 -2.912  0.02
C -2.555 -1.539 -3.202  0.21
O -3.811 -1.548 -3.682  -0.58
O -1.921 -2.839 -2.924  -0.44
O -1.050 1.512 0.588  -0.53
S -0.144 2.621 1.461  0.43
O -1.088 3.869 1.665  -0.62
O 1.105 3.150 0.492  -0.38
C 2.365 2.335 0.600  0.80
C 3.471 3.471 0.156  -0.35
C 2.809 4.998 -0.026  0.02
N 3.065 5.812 -1.124  -0.75
C 2.831 2.028 2.128  -0.50
C 2.716 3.334 3.172  0.08
O 3.587 3.528 4.171  -0.56
H 4.801 4.638 -3.616  0.33
H 5.401 3.188 -2.562  0.16
H 5.307 2.961 -4.487  0.34
H 2.680 3.084 -4.332  0.29
H 2.645 3.541 -2.505  0.03
H 4.254 0.932 -3.523  0.49
H 2.391 0.860 -3.586  0.10
H 3.161 -0.418 -1.805  0.41
H 5.534 1.259 -1.494  0.35
H 5.220 -0.490 -0.739  0.22
H 4.885 1.074 0.271  0.16
H 3.085 -0.532 1.047  0.34
H 2.047 -1.343 -0.299  0.32
H -0.188 -1.021 0.936  -0.25
H 0.600 -0.009 2.297  0.00
H 2.360 -3.402 0.405  0.18
H 2.876 -5.776 1.827  0.30
H 2.057 -5.966 4.522  0.29
H 0.740 -3.755 5.770  0.39
H 0.270 -1.434 4.332  0.20
H 0.934 2.314 -1.958  -0.34
H 0.826 0.435 -2.149  0.33
H -1.347 2.647 -2.703  0.44
H -0.862 3.587 -1.161  0.40
H -3.124 3.017 0.154  0.36
H -3.350 3.932 -1.472  0.23
H -5.331 2.775 0.022  0.34
H -4.436 1.094 0.549  0.21
H -2.365 -0.314 -0.601  0.29
H -0.656 -0.898 -1.173  0.46
H -0.871 -0.026 -3.603  0.24
H -2.577 0.754 -3.280  0.27
H -2.662 -3.529 -3.055  0.37
H 4.318 3.662 0.982  0.37
H 4.097 3.267 -0.790  -0.16
H 2.134 5.509 0.816  0.27
H 3.692 5.304 -1.784  0.26
H 2.352 1.162 2.707  0.10
H 4.006 1.814 2.107  0.34
H 1.871 4.152 3.019  0.24
Br -10.731 0.004 -5.350  -0.15
C -9.184 -1.085 -4.877  -0.52
C -7.893 -0.344 -5.137  -0.43
Br -7.465 -0.317 -7.040  -0.14
H -9.269 -2.020 -5.436  0.38
H -9.300 -1.293 -3.809  0.35
H -7.052 -0.859 -4.663  0.17
H -7.914 0.696 -4.800  0.35
Br 3.479 -2.575 5.800  0.03
C 4.492 -3.160 7.362  -0.62
C 3.745 -2.862 8.641  -0.55
Br 3.863 -0.971 9.102  -0.14
H 5.471 -2.677 7.307  0.36
H 4.616 -4.240 7.231  0.31
H 4.201 -3.389 9.484  0.34
H 2.682 -3.114 8.592  0.33
Br -1.059 -6.205 -0.833  -0.15
C -2.794 -6.077 0.050  -0.61
C -3.171 -4.637 0.309  -0.06
Br -2.189 -3.912 1.830  -0.12
H -2.735 -6.681 0.959  0.40
H -3.501 -6.541 -0.644  0.36
H -4.226 -4.560 0.589  0.35
H -2.976 -3.977 -0.541  -0.16

***

# 2
The following is a quantum chemistry calculation of C34H52FeN3OP2 as an isolated structure in a non-equilibrium geometry, from OMol25.

LUMO level (spin up / spin down): -2.883 / -4.585 eV
Net charge: +1
Multiplicity: 5
Kohn-Sham gap (spin up / spin down): 3.3 / 5.4 eV

Each line ends with the Mulliken charge.
Geometry (Å):
C -1.247 -1.506 -1.976  -0.20
C 0.731 -2.559 -1.236  0.07
C -1.439 -2.474 -2.962  -0.73
C 0.495 -3.637 -2.135  -0.96
C -0.568 -3.571 -3.019  -0.92
H -2.298 -2.368 -3.617  0.56
H 1.198 -4.467 -2.115  0.55
H -0.741 -4.362 -3.746  0.45
N -0.178 -1.520 -1.169  1.59
P -2.394 -0.111 0.114  0.32
P 2.238 -0.916 0.371  1.00
C -2.282 -0.408 -1.717  -1.85
H -2.001 0.532 -2.215  0.66
H -3.260 -0.699 -2.121  0.80
C 1.880 -2.462 -0.426  -1.68
H 2.539 -3.328 -0.377  0.30
C 3.401 -0.009 -0.897  2.18
C 3.273 -1.372 1.910  2.41
C -3.301 1.554 0.322  2.13
C -3.544 -1.570 0.606  2.11
C 3.452 1.474 -0.500  -1.63
H 4.035 1.632 0.414  0.31
H 3.933 2.040 -1.308  0.51
H 2.459 1.903 -0.342  0.21
C 4.813 -0.606 -0.910  -2.06
H 5.367 -0.435 0.018  0.34
H 4.793 -1.679 -1.139  0.36
H 5.380 -0.117 -1.714  0.54
C 2.840 -0.184 -2.316  -0.95
H 3.357 0.512 -2.995  0.69
H 3.004 -1.203 -2.691  0.28
H 1.772 0.031 -2.379  -0.54
C 3.969 -0.103 2.427  -1.95
H 3.248 0.715 2.569  0.32
H 4.418 -0.333 3.404  0.55
H 4.777 0.242 1.772  0.26
C 2.346 -1.893 3.011  -1.78
H 1.643 -1.128 3.360  0.03
H 1.792 -2.786 2.696  0.32
H 2.972 -2.187 3.867  0.66
C 4.274 -2.494 1.605  -1.79
H 5.024 -2.226 0.857  0.27
H 4.809 -2.720 2.539  0.52
H 3.758 -3.406 1.283  0.37
C -3.974 -1.344 2.066  -1.83
H -4.478 -2.258 2.415  0.55
H -3.114 -1.176 2.729  0.22
H -4.692 -0.519 2.168  0.29
C -2.808 -2.918 0.493  -1.57
H -2.626 -3.194 -0.555  0.33
H -1.864 -2.933 1.040  0.17
H -3.465 -3.683 0.941  0.62
C -4.788 -1.724 -0.292  -1.74
H -5.366 -2.569 0.111  0.51
H -5.441 -0.849 -0.295  0.28
H -4.519 -1.978 -1.326  0.35
C -2.605 2.655 -0.494  -1.93
H -2.605 2.437 -1.570  0.35
H -3.166 3.594 -0.351  0.63
H -1.574 2.832 -0.171  0.28
C -3.251 1.949 1.808  -1.68
H -2.220 1.978 2.187  0.25
H -3.684 2.956 1.914  0.51
H -3.837 1.275 2.444  0.25
C -4.754 1.466 -0.171  -1.91
H -4.811 1.083 -1.200  0.30
H -5.390 0.866 0.490  0.34
H -5.177 2.481 -0.180  0.55
Fe 0.032 -0.085 0.429  -0.03
C -0.429 -1.375 1.658  0.54
O -0.676 -1.807 2.732  -0.37
N 0.232 1.271 -0.879  -0.21
C 0.329 1.889 -1.879  1.37
C 0.493 2.714 -3.002  0.10
C 0.277 4.107 -2.890  -0.73
C 0.877 2.159 -4.247  -0.40
C 0.443 4.922 -4.007  -0.59
H -0.014 4.518 -1.920  0.36
C 1.056 2.991 -5.346  -0.70
H 1.021 1.078 -4.322  0.33
C 0.836 4.369 -5.234  -0.56
H 0.266 5.995 -3.923  0.38
H 1.369 2.557 -6.299  0.37
H 0.968 5.012 -6.105  0.38
C 0.821 1.184 5.754  -1.23
C -0.318 0.919 4.743  -0.52
C 0.105 1.028 3.378  0.49
N 0.343 1.053 2.231  -0.50
H 1.740 0.671 5.431  0.30
H 0.556 0.810 6.746  0.38
H 1.029 2.258 5.825  0.33
H -0.736 -0.088 4.905  0.27
H -1.148 1.626 4.898  0.50